ORCA calculation (wB97M-V/def2-TZVPD) on 2 unconnected molecules or ions with the total composition C7H11NO5PS.

XYZ file:
```
26
Properties=species:S:1:pos:R:3:forces:R:3
C 0.60932 -1.05049 -0.86899 0.797 -3.899 0.246
C 1.03593 -0.08810 1.26952 0.102 0.001 0.556
C -0.16193 -4.11341 0.47484 -0.073 -0.447 -0.199
C 1.27124 1.35265 1.84252 0.739 -0.830 -2.623
C 0.50718 2.40319 0.99294 1.481 0.829 0.456
C -1.79817 2.54425 0.25181 -1.270 1.762 -4.136
C -0.92293 2.36017 1.17441 -1.217 -1.258 2.932
N 1.00878 -0.92993 -2.23660 2.375 0.467 0.831
O 1.04853 -1.14478 1.88248 -0.073 1.431 -0.640
O -0.93726 -3.52225 1.07019 -0.834 0.592 1.039
O 0.94130 0.05158 -0.06097 -0.103 0.737 0.463
O 0.57764 -4.77266 -0.11289 1.004 -0.559 -0.603
O -1.25464 -2.68762 -1.95975 -0.125 0.138 -0.052
P -1.31752 -1.37883 -0.91213 0.357 -0.316 1.607
S -1.90861 0.19891 -1.93054 -0.419 0.669 -1.184
H 1.20378 -1.96444 -0.35008 -1.446 1.714 -1.263
H 2.38532 1.45959 1.65801 -1.121 0.215 0.662
H 0.98560 1.44136 2.85972 0.073 -0.197 1.027
H 0.82815 3.41360 1.33484 0.368 -0.456 -0.537
H 0.60846 2.21909 -0.07796 0.875 0.460 0.196
H -2.88034 2.32346 0.24196 0.814 0.338 0.465
H -1.39865 3.01542 -0.73195 -0.886 -1.232 1.394
H -1.31279 2.04436 2.14460 0.208 -0.233 0.099
H 0.25827 -0.53616 -2.74695 -0.898 0.934 -0.731
H -1.22556 -2.31067 -2.84965 0.113 -0.175 -0.149
H 1.84889 -0.32831 -2.35937 -0.841 -0.687 0.145
```
Forces are in eV/Å.

Net charge: -1
LUMO (eV): 3.37

=====

ORCA calculation (wB97M-V/def2-TZVPD) on C7H11NOS in the gas phase.

XYZ file:
```
21
Properties=species:S:1:pos:R:3:forces:R:3
C 0.11942 1.07863 -2.46923 -1.527 -0.461 1.533
C 1.10122 -0.55753 -0.00592 3.919 -0.643 1.152
C 1.41664 1.17504 2.06087 1.024 3.368 -1.137
C 0.12722 -1.01150 -0.97498 -3.239 1.492 -2.317
C -0.49421 0.40757 -1.40602 1.570 -3.052 -0.820
C -0.88176 -2.01795 -0.43607 0.146 -0.313 0.229
C -2.40998 1.75973 -1.15339 -1.112 0.063 1.248
N 0.51215 1.68903 -3.35025 0.990 1.055 -1.606
O -1.59958 0.76509 -0.85158 -1.515 0.454 0.008
S 0.23349 0.06074 1.47552 -0.230 -1.205 -0.812
H 1.72054 -1.45028 0.35197 -0.333 1.219 -0.431
H 1.82384 0.25092 -0.46535 -1.374 -1.478 1.080
H 1.34421 2.20442 1.39968 0.356 -2.359 1.701
H 2.51311 0.85329 2.02911 -1.675 0.212 0.521
H 0.37899 -1.58553 -1.88782 1.200 1.116 0.188
H -0.30692 -2.96094 -0.36760 -0.383 0.259 0.254
H -1.68647 -2.20952 -1.17785 0.241 0.344 0.779
H -1.20258 -1.72988 0.57450 -0.525 -0.371 -0.483
H -3.28835 1.82137 -0.45247 1.237 0.035 -1.067
H -2.14974 2.48446 -1.91032 0.084 -0.067 -0.014
H 0.95073 1.38237 3.03884 1.146 0.332 -0.007
```
Forces are in eV/Å.

Net charge: 0
LUMO (spin up / spin down) (eV): 0.20 / -0.10